No. 1
{"formula": "C3H4N2O2", "method": "ωB97M-V/def2-TZVPD", "multiplicity": 3, "e_lumo_ha": [0.0353, -0.1310], "homo_energy_ha": [-0.240, -0.389], "homo_lumo_gap_ha": [0.2757, 0.2579], "de_lowest_kj_mol": 372.32, "elements": ["C", "C", "C", "N", "N", "O", "O", "H", "H", "H", "H"], "positions_angstrom": [[0.483, -1.000, 0.730], [-0.268, -1.106, -0.546], [0.130, 1.001, 0.250], [0.561, 0.136, 1.291], [-0.561, 0.299, -0.832], [0.681, 1.000, -0.979], [-0.363, 2.313, 0.698], [1.010, -1.784, 1.194], [0.558, -1.681, -1.291], [-1.188, -1.718, -0.566], [-1.043, 2.541, 0.052]], "nbo_charge": [-0.1115, -0.3032, 0.6201, -0.1647, -0.1359, -0.3530, -0.6837, 0.1961, 0.2221, 0.2294, 0.4844]}



No. 2
{"formula": "C3H4N2O2S", "method": "ωB97M-V/def2-TZVPD", "smiles": "O=CN/C=N\\OC=S", "e_lumo_ha": 0.0071, "homo_energy_ha": -0.321, "homo_lumo_gap_ha": 0.3276, "de_lowest_kj_mol": 316.27, "elements": ["O", "C", "N", "C", "N", "O", "C", "S", "H", "H", "H", "H"], "positions_angstrom": [[1.773, -0.523, 0.992], [1.292, -1.397, 0.355], [0.448, -1.291, -0.772], [-0.020, -0.141, -1.370], [-0.452, 0.977, -0.926], [-0.389, 0.948, 0.481], [-1.162, 1.754, 1.191], [-2.466, 2.694, 0.866], [1.375, -2.453, 0.723], [0.398, -2.178, -1.286], [-0.081, -0.146, -2.434], [-0.715, 1.755, 2.182]], "nbo_charge": [-0.5192, 0.5410, -0.6644, 0.2278, -0.1178, -0.3780, 0.0633, -0.0719, 0.1161, 0.4166, 0.1979, 0.1887]}



No. 3
{"formula": "C3H4N2O2S", "method": "ωB97M-V/def2-TZVPD", "smiles": "O=C1CN(S)C=NO1", "e_lumo_ha": 0.0110, "homo_energy_ha": -0.365, "homo_lumo_gap_ha": 0.3760, "de_lowest_kj_mol": 319.64, "elements": ["O", "C", "C", "N", "S", "C", "N", "O", "H", "H", "H", "H"], "positions_angstrom": [[-2.470, -1.314, -0.054], [-1.549, -0.481, -0.005], [-0.154, -1.022, 0.233], [0.731, 0.022, -0.166], [2.405, -0.408, -0.128], [0.417, 1.381, 0.115], [-0.807, 1.802, 0.067], [-1.739, 0.809, -0.134], [-0.122, -1.358, 1.275], [-0.169, -1.861, -0.464], [2.488, -0.401, 1.169], [1.246, 2.152, 0.204]], "nbo_charge": [-0.5684, 0.7667, -0.3383, -0.5750, 0.2183, 0.1946, -0.1371, -0.3460, 0.2156, 0.2533, 0.0830, 0.2335]}



No. 4
{"formula": "C3H4N2O2S", "method": "ωB97M-V/def2-TZVPD", "smiles": "Oc1c(S)ncn1O", "e_lumo_ha": 0.0141, "homo_energy_ha": -0.313, "homo_lumo_gap_ha": 0.3273, "de_lowest_kj_mol": 269.40, "elements": ["O", "C", "C", "S", "N", "C", "N", "O", "H", "H", "H", "H"], "positions_angstrom": [[-0.218, 1.926, -0.025], [-0.264, 0.575, 0.044], [0.710, -0.401, 0.009], [2.375, 0.055, -0.095], [0.165, -1.647, 0.001], [-1.123, -1.454, -0.024], [-1.425, -0.108, 0.023], [-2.713, 0.422, 0.102], [0.727, 2.153, 0.169], [2.618, -0.111, 1.227], [-1.915, -2.202, 0.012], [-3.101, 0.461, -0.832]], "nbo_charge": [-0.6500, 0.3978, -0.1976, 0.0112, -0.4188, 0.1258, -0.0842, -0.5084, 0.5060, 0.1296, 0.2065, 0.4820]}



No. 5
{"formula": "C3H4N2O2S2", "method": "ωB97M-V/def2-TZVPD", "e_lumo_ha": -0.0397, "homo_energy_ha": -0.338, "homo_lumo_gap_ha": 0.2985, "de_lowest_kj_mol": 539.15, "elements": ["C", "C", "C", "N", "N", "O", "O", "S", "S", "H", "H", "H", "H"], "positions_angstrom": [[-1.980, 0.840, -0.092], [-2.565, -2.478, -0.666], [2.567, -0.036, 0.535], [-2.712, -0.152, 0.217], [-2.567, -1.388, -0.217], [0.287, 1.957, -0.427], [0.042, -0.528, -0.166], [-0.426, 0.867, -1.083], [1.551, -1.234, -0.490], [-2.132, 1.847, 0.197], [3.446, -0.059, 0.024], [2.673, -0.405, 1.531], [1.815, 0.771, 0.638]], "nbo_charge": [-0.0805, 0.3067, -0.7298, -0.1846, -0.3865, -0.9225, -0.8611, 1.4580, 0.4819, 0.2202, 0.2196, 0.2102, 0.2685]}



No. 6
{"formula": "C3H4N2O3", "method": "ωB97M-V/def2-TZVPD", "smiles": "[H]/N=c1\\c(O)con1O", "e_lumo_ha": -0.0014, "homo_energy_ha": -0.295, "homo_lumo_gap_ha": 0.2934, "de_lowest_kj_mol": 651.63, "elements": ["H", "N", "C", "C", "O", "C", "O", "N", "O", "H", "H", "H"], "positions_angstrom": [[-0.046, 2.351, 0.460], [0.758, 1.922, 0.074], [0.418, 0.697, -0.166], [-0.877, -0.050, -0.049], [-2.050, 0.530, -0.269], [-0.650, -1.449, 0.167], [0.647, -1.576, -0.053], [1.265, -0.278, -0.568], [2.498, -0.156, -0.122], [-3.073, -0.020, -0.392], [-1.235, -2.407, 0.304], [2.347, 0.437, 0.613]], "nbo_charge": [0.3548, -0.6984, 0.3027, 0.1554, -0.7025, 0.0577, -0.3659, 0.1409, -0.4681, 0.5239, 0.2303, 0.4694]}



No. 7
{"formula": "C3H4N2O3", "method": "ωB97M-V/def2-TZVPD", "e_lumo_ha": 0.0034, "homo_energy_ha": -0.403, "homo_lumo_gap_ha": 0.4063, "de_lowest_kj_mol": 414.33, "elements": ["C", "C", "C", "H", "H", "H", "H", "N", "N", "O", "O", "O"], "positions_angstrom": [[-0.727, 1.188, -0.272], [-0.368, -0.026, -1.211], [0.795, 0.199, 1.577], [-1.332, -0.215, -1.955], [0.501, -0.020, -2.252], [-1.044, -1.132, 0.227], [1.660, -1.589, 0.670], [-0.054, -1.219, -0.428], [1.076, -0.767, 0.472], [-1.662, 1.942, -0.452], [1.255, 0.627, 2.590], [-0.100, 1.011, 1.034]], "nbo_charge": [0.7862, -0.3857, 0.8860, 0.2593, 0.2482, 0.3341, 0.3997, -0.4057, -0.5434, -0.4877, -0.5193, -0.5718]}



No. 8
{"formula": "C3H4N2O3", "method": "ωB97M-V/def2-TZVPD", "e_lumo_ha": 0.0032, "homo_energy_ha": -0.339, "homo_lumo_gap_ha": 0.3420, "de_lowest_kj_mol": 855.86, "elements": ["C", "C", "C", "H", "H", "H", "H", "N", "N", "O", "O", "O"], "positions_angstrom": [[0.852, -0.148, 0.449], [-1.201, -1.021, 0.127], [-0.892, -0.230, -1.365], [1.792, 1.739, 0.490], [-1.677, 0.162, 0.667], [-1.880, -1.943, 0.456], [-1.240, -0.881, -2.366], [2.002, 0.050, 1.059], [-0.304, 0.913, -1.285], [2.282, 1.434, 1.092], [0.113, -1.212, 0.632], [0.152, 1.135, 0.043]], "nbo_charge": [0.6525, -0.1640, 0.0231, 0.4454, 0.2034, 0.2636, 0.2468, -0.1530, -0.1167, -0.5101, -0.4754, -0.4156]}



No. 9
{"formula": "C3H4N2O3", "method": "ωB97M-V/def2-TZVPD", "smiles": "[H]/N=C\\NOC(=O)C=O", "e_lumo_ha": -0.0448, "homo_energy_ha": -0.368, "homo_lumo_gap_ha": 0.3234, "de_lowest_kj_mol": 514.06, "elements": ["H", "N", "C", "N", "O", "C", "O", "C", "O", "H", "H", "H"], "positions_angstrom": [[-2.229, 0.236, -1.417], [-2.226, -0.508, -2.169], [-1.085, -1.233, -2.083], [-0.222, -1.187, -0.960], [-0.382, 0.141, -0.229], [0.820, 0.164, 0.765], [1.786, -0.467, 0.621], [1.032, 1.125, 1.950], [0.225, 2.068, 2.213], [-1.098, -2.269, -2.490], [0.738, -1.141, -1.241], [2.088, 0.757, 2.424]], "nbo_charge": [0.3504, -0.6238, 0.1900, -0.3209, -0.4194, 0.6906, -0.5050, 0.3096, -0.4377, 0.2035, 0.3716, 0.1910]}



No. 10
{"formula": "C3H4N2O3", "method": "ωB97M-V/def2-TZVPD", "smiles": "C=C[C@H](N=O)[N+](=O)[O-]", "e_lumo_ha": -0.0376, "homo_energy_ha": -0.373, "homo_lumo_gap_ha": 0.3355, "de_lowest_kj_mol": 725.46, "elements": ["C", "C", "C", "N", "O", "N", "O", "O", "H", "H", "H", "H"], "positions_angstrom": [[-2.034, 0.191, -0.107], [-0.836, -0.140, -0.543], [0.438, -0.078, 0.478], [0.678, 1.336, 0.530], [1.669, 1.812, -0.047], [1.554, -0.946, -0.017], [2.087, -1.586, 0.860], [1.880, -0.841, -1.185], [-2.755, 0.249, -0.823], [-2.086, 0.666, 0.914], [-0.765, -0.239, -1.566], [0.168, -0.422, 1.505]], "nbo_charge": [-0.3423, -0.1815, -0.0855, 0.1409, -0.2459, 0.5198, -0.3571, -0.3488, 0.2075, 0.2094, 0.2263, 0.2570]}



No. 11
{"formula": "C3H4N2O3", "method": "ωB97M-V/def2-TZVPD", "e_lumo_ha": -0.0323, "homo_energy_ha": -0.363, "homo_lumo_gap_ha": 0.3306, "de_lowest_kj_mol": 819.11, "elements": ["C", "C", "C", "N", "N", "O", "O", "O", "H", "H", "H", "H"], "positions_angstrom": [[-0.311, 0.313, -0.274], [0.297, 1.487, -0.106], [0.220, -0.852, 0.293], [1.914, 0.176, 0.730], [2.979, -0.176, -0.022], [3.166, -1.409, -0.025], [3.750, 0.575, -0.579], [1.495, 1.473, 0.560], [-1.168, 0.267, -0.967], [-0.196, 2.367, -0.500], [0.027, -0.951, 1.370], [0.302, -1.674, -0.306]], "nbo_charge": [-0.4122, 0.1736, -0.0762, -0.0444, 0.5726, -0.4388, -0.3693, -0.3251, 0.2513, 0.2235, 0.2289, 0.2161]}



No. 12
{"formula": "C3H4N2O3", "method": "ωB97M-V/def2-TZVPD", "multiplicity": 3, "e_lumo_ha": [0.0218, -0.1468], "homo_energy_ha": [-0.319, -0.412], "homo_lumo_gap_ha": [0.3405, 0.2651], "de_lowest_kj_mol": 143.12, "elements": ["C", "C", "C", "N", "N", "O", "O", "O", "H", "H", "H", "H"], "positions_angstrom": [[1.250, 1.250, 0.092], [-0.992, 0.516, -0.288], [0.405, 0.136, 0.359], [2.064, 2.045, 0.052], [0.933, -1.203, 0.025], [2.097, -1.383, -0.286], [0.152, -2.091, 0.323], [-1.967, -0.371, 0.077], [-1.017, 0.548, -1.443], [-1.156, 1.483, 0.028], [0.178, 0.161, 1.567], [-1.947, -1.090, -0.506]], "nbo_charge": [0.2370, -0.0415, -0.2465, -0.2524, 0.2124, -0.1488, -0.1640, -0.6855, 0.1734, 0.1906, 0.2509, 0.4742]}